#A
Density functional theory data (ωB97M-V/def2-TZVPD) for a cluster of 11 separate species, C27H76N6O11 in total.

Calculated values
HOMO = -8.56 eV
2S+1 = 1
LUMO = 0.0019 Ha
SMILES string = NC(N)=O.NC(N)=O.NC(N)=O.CC(C)O.CC(C)O.CC(C)O.CC(C)O.CC(C)O.CC(C)O.CC(C)O.CC(C)O
gap between HOMO and LUMO = 8.612 eV

Bonds (Å) are listed after each position.
Cartesian coordinates (Å):
1 C -1.83559 1.86237 3.50894  O2 1.374, N3 1.294, N4 1.297
2 O -2.82859 1.09937 2.94294  C1 1.374
3 N -0.70559 1.95937 2.88594  C1 1.294, H5 0.988, H6 1.004
4 N -1.76759 2.35937 4.70494  C1 1.297, H7 1.045, H8 1.040
5 H -0.55059 1.43437 2.06294  N3 0.988
6 H -0.26359 2.86037 2.87594  N3 1.004
7 H -2.61459 2.19237 5.29394  N4 1.045
8 H -0.88759 2.80337 5.03794  N4 1.040
9 C 0.33541 -0.56363 4.93994  O10 1.412, N11 1.295, N12 1.298
10 O 0.88141 -1.82663 5.25694  C9 1.412
11 N 0.86741 0.22537 4.06194  C9 1.295, H13 0.984, H14 1.045
12 N -0.59659 -0.00063 5.64594  C9 1.298, H15 1.050, H16 1.015
13 H 1.52041 -0.25063 3.49994  N11 0.984
14 H 0.29141 0.94137 3.56494  N11 1.045
15 H -1.06259 -0.54263 6.41494  N12 1.050
16 H -1.02859 0.82537 5.24494  N12 1.015
17 C 0.58741 -0.04463 -0.14606  O18 1.400, N19 1.279, N20 1.294
18 O 0.87141 0.77237 -1.24706  C17 1.400
19 N -0.14259 -1.08263 -0.30806  C17 1.279, H21 1.018, H22 1.018
20 N 0.89341 0.29237 1.06494  C17 1.294, H23 1.036, H24 1.051
21 H -0.51459 -1.09563 -1.25606  N19 1.018
22 H -0.38659 -1.85963 0.30194  N19 1.018
23 H 1.65641 0.99037 1.12494  N20 1.036
24 H 0.77841 -0.32163 1.90994  N20 1.051
25 C 0.48541 -0.27863 -4.24806  C26 1.542, H29 1.071, H30 1.100, H31 1.020
26 C -0.98759 -0.31563 -3.79306  C25 1.542, C27 1.565, O28 1.244, H32 1.090
27 C -1.89259 -0.42263 -5.06506  C26 1.565, H33 1.046, H34 1.023, H35 1.067
28 O -1.29859 -1.24163 -3.02306  C26 1.244, H36 0.972
29 H 0.66541 -0.84163 -5.14106  C25 1.071
30 H 1.11841 -0.65963 -3.43306  C25 1.100
31 H 0.70141 0.67637 -4.53506  C25 1.020
32 H -1.21059 0.62137 -3.28306  C26 1.090
33 H -1.47859 0.12137 -5.85706  C27 1.046
34 H -2.80159 -0.05163 -4.77806  C27 1.023
35 H -2.03459 -1.41863 -5.42106  C27 1.067
36 H -2.22759 -1.07963 -2.78906  O28 0.972
37 C 3.56541 -1.90463 2.99194  C38 1.507, H41 1.117, H42 1.111, H43 1.109
38 C 2.52241 -2.36563 2.00694  C37 1.507, C39 1.516, O40 1.256, H44 1.059
39 C 2.76041 -3.80063 1.57894  C38 1.516, H45 1.081, H46 1.097, H47 1.058
40 O 1.35341 -2.25463 2.45194  C38 1.256, H48 0.994
41 H 3.68941 -0.80463 2.84594  C37 1.117
42 H 4.52141 -2.39163 2.70194  C37 1.111
43 H 3.31841 -2.14763 4.04594  C37 1.109
44 H 2.64041 -1.74263 1.15894  C38 1.059
45 H 2.50341 -4.58363 2.27894  C39 1.081
46 H 3.79441 -3.92763 1.23494  C39 1.097
47 H 2.13841 -3.89663 0.72794  C39 1.058
48 H 0.73941 -2.94863 2.09094  O40 0.994
49 C -0.34559 5.34737 -0.66606  C50 1.487, H53 1.119, H54 1.099, H55 1.086
50 C -0.22659 4.01537 -0.01506  C49 1.487, C51 1.509, O52 1.250, H56 1.081
51 C -1.40159 3.20237 -0.50106  C50 1.509, H57 1.084, H58 1.095, H59 1.165
52 O 0.79341 3.35537 -0.30806  C50 1.250, H60 1.000
53 H 0.46941 6.09137 -0.48306  C49 1.119
54 H -1.27859 5.83637 -0.35106  C49 1.099
55 H -0.47659 5.21237 -1.73606  C49 1.086
56 H -0.36059 4.06737 1.05594  C50 1.081
57 H -1.44459 2.29637 0.09294  C51 1.084
58 H -1.36559 3.02937 -1.58206  C51 1.095
59 H -2.42859 3.70437 -0.27706  C51 1.165
60 H 0.48041 2.47337 -0.66106  O52 1.000
61 C -3.07159 0.26937 -0.70706  C62 1.545, H65 1.098, H66 1.061, H67 1.076
62 C -4.04759 0.28537 -1.90406  C61 1.545, C63 1.523, O64 1.239, H68 1.104
63 C -3.96059 1.59837 -2.67106  C62 1.523, H69 1.067, H70 1.094, H71 1.090
64 O -3.88759 -0.62763 -2.72606  C62 1.239, H72 0.969
65 H -2.06059 0.55737 -1.02306  C61 1.098
66 H -2.98959 -0.68363 -0.24906  C61 1.061
67 H -3.49059 0.89437 0.06194  C61 1.076
68 H -5.04959 0.24637 -1.44206  C62 1.104
69 H -4.65059 1.61537 -3.48506  C63 1.067
70 H -3.00859 1.84537 -3.14906  C63 1.094
71 H -4.38559 2.31537 -1.96806  C63 1.090
72 H -4.60559 -0.62063 -3.37706  O64 0.969
73 C -0.31059 -4.74763 -1.33806  C74 1.514, H77 1.055, H78 1.111, H79 1.039
74 C -1.34759 -5.79763 -1.67606  C73 1.514, C75 1.519, O76 1.266, H80 1.119
75 C -2.54159 -5.67263 -0.74606  C74 1.519, H81 1.076, H82 1.052, H83 1.094
76 O -1.77759 -5.84463 -2.86606  C74 1.266, H84 0.932
77 H 0.50141 -4.76463 -2.01206  C73 1.055
78 H 0.12241 -4.93563 -0.33206  C73 1.111
79 H -0.68659 -3.78363 -1.43706  C73 1.039
80 H -0.81059 -6.76763 -1.52306  C74 1.119
81 H -3.13159 -6.54963 -0.94706  C75 1.076
82 H -3.19559 -4.85563 -0.85506  C75 1.052
83 H -2.18059 -5.70863 0.28594  C75 1.094
84 H -2.18559 -6.67563 -2.97506  O76 0.932
85 C 4.00641 1.93737 -0.24806  C86 1.526, H89 1.035, H90 1.124, H91 1.097
86 C 3.87041 1.87637 1.27094  C85 1.526, C87 1.498, O88 1.236, H92 1.107
87 C 4.90241 2.71437 1.96094  C86 1.498, H93 1.082, H94 1.081, H95 1.071
88 O 2.77141 2.27737 1.67094  C86 1.236, H96 0.986
89 H 3.34541 1.40337 -0.83906  C85 1.035
90 H 5.00541 1.49137 -0.50606  C85 1.124
91 H 3.90941 2.93937 -0.68406  C85 1.097
92 H 3.94141 0.79337 1.48994  C86 1.107
93 H 4.78241 2.54837 3.02294  C87 1.082
94 H 4.83341 3.74937 1.65594  C87 1.081
95 H 5.86141 2.29737 1.73094  C87 1.071
96 H 2.68641 3.25937 1.64194  O88 0.986
97 C 3.30841 4.40937 -3.73906  C98 1.482, H101 1.096, H102 1.086, H103 1.055
98 C 2.20341 3.58237 -3.20006  C97 1.482, C99 1.504, O100 1.232, H104 1.109
99 C 0.89841 4.00937 -3.81306  C98 1.504, H105 1.118, H106 1.110, H107 1.040
100 O 2.24741 2.35137 -3.22406  C98 1.232, H108 0.951
101 H 4.31141 4.34437 -3.30106  C97 1.096
102 H 3.06441 5.46637 -3.69806  C97 1.086
103 H 3.49141 4.11237 -4.73506  C97 1.055
104 H 2.33841 3.90137 -2.14706  C98 1.109
105 H 0.92341 3.69337 -4.88506  C99 1.118
106 H 0.63941 5.07837 -3.66706  C99 1.110
107 H 0.12141 3.43837 -3.42306  C99 1.040
108 H 1.44741 1.98537 -2.86206  O100 0.951
109 C -1.67959 -4.33163 3.38394  C110 1.564, H113 1.078, H114 1.067, H115 1.021
110 C -1.76059 -3.38363 2.14294  C109 1.564, C111 1.523, O112 1.240, H116 1.107
111 C -1.96959 -1.93163 2.55294  C110 1.523, H117 1.087, H118 1.088, H119 1.088
112 O -0.77459 -3.45463 1.39394  C110 1.240, H120 0.925
113 H -2.73059 -4.48563 3.56994  C109 1.078
114 H -1.17259 -3.83563 4.18094  C109 1.067
115 H -1.24959 -5.25363 3.29894  C109 1.021
116 H -2.54859 -3.69363 1.42994  C110 1.107
117 H -1.90459 -1.28363 1.68294  C111 1.087
118 H -1.15659 -1.61963 3.20494  C111 1.088
119 H -2.86759 -1.74363 3.13794  C111 1.088
120 H -0.84259 -4.23663 0.90494  O112 0.925

Mulliken population analysis, charges in e, atoms 1 to 2:
1. C 0.1554
2. O -0.6456

#B
Density functional theory data (ωB97M-V/def2-TZVPD) for a cluster of 11 separate species, C27H76N6O11 in total.

Calculated values
HOMO = -9.51 eV
2S+1 = 1
LUMO = 0.0048 Ha
SMILES string = NC(N)=O.NC(N)=O.NC(N)=O.CC(C)O.CC(C)O.CC(C)O.CC(C)O.CC(C)O.CC(C)O.CC(C)O.CC(C)O
gap between HOMO and LUMO = 9.636 eV

Bonds (Å) are listed after each position.
Cartesian coordinates (Å):
1 C -1.20653 1.55997 2.86775  C2 1.549, H5 1.090, H6 1.090, H7 1.090
2 C -1.74393 2.92755 3.35909  C1 1.549, C3 1.539, O4 1.367, H8 1.090
3 C -2.40025 2.98642 4.74956  C2 1.539, H9 1.090, H10 1.090, H11 1.090
4 O -0.73507 3.83137 3.17299  C2 1.367, H12 0.960
5 H -0.67054 1.47149 1.92277  C1 1.090
6 H -2.08130 0.90995 2.88683  C1 1.090
7 H -0.47364 1.08103 3.51704  C1 1.090
8 H -2.55313 3.11864 2.65427  C2 1.090
9 H -2.64812 4.00206 5.05799  C3 1.090
10 H -1.78575 2.56726 5.54630  C3 1.090
11 H -3.33003 2.41784 4.76723  C3 1.090
12 H -0.26663 3.92306 4.00591  O4 0.960
13 C 3.49895 -3.22120 0.75186  C14 1.494, H17 1.090, H18 1.090, H19 1.090
14 C 2.34042 -4.00280 1.28118  C13 1.494, C15 1.484, O16 1.417, H20 1.090
15 C 2.33910 -3.89185 2.76087  C14 1.484, H21 1.090, H22 1.090, H23 1.090
16 O 1.08202 -3.79550 0.66309  C14 1.417, H24 0.960
17 H 3.36179 -3.05232 -0.31621  C13 1.090
18 H 4.37788 -3.86398 0.80112  C13 1.090
19 H 3.49457 -2.33465 1.38598  C13 1.090
20 H 2.57329 -5.05426 1.11290  C14 1.090
21 H 3.28066 -3.56875 3.20490  C15 1.090
22 H 2.15856 -4.85151 3.24519  C15 1.090
23 H 1.59073 -3.12840 2.97347  C15 1.090
24 H 1.03724 -2.90177 0.31547  O16 0.960
25 C -4.11674 -0.78550 -3.62686  C26 1.573, H29 1.090, H30 1.090, H31 1.090
26 C -5.23672 -1.49955 -4.46933  C25 1.573, C27 1.547, O28 1.463, H32 1.090
27 C -5.29136 -3.03515 -4.65139  C26 1.547, H33 1.090, H34 1.090, H35 1.090
28 O -6.51049 -1.11429 -3.86256  C26 1.463, H36 0.960
29 H -3.17918 -1.09540 -4.08842  C25 1.090
30 H -4.09124 -1.09463 -2.58192  C25 1.090
31 H -4.38126 0.26263 -3.76662  C25 1.090
32 H -5.22555 -1.11040 -5.48743  C26 1.090
33 H -5.67945 -3.59125 -3.79802  C27 1.090
34 H -4.40200 -3.41222 -5.15632  C27 1.090
35 H -5.98054 -3.19157 -5.48125  C27 1.090
36 H -7.11792 -0.89254 -4.57210  O28 0.960
37 C -0.77432 -1.03346 -0.51378  C38 1.534, H41 1.090, H42 1.090, H43 1.090
38 C 0.57814 -0.36789 -0.80092  C37 1.534, C39 1.517, O40 1.406, H44 1.090
39 C 0.52945 1.09841 -1.18691  C38 1.517, H45 1.090, H46 1.090, H47 1.090
40 O 1.43261 -0.46200 0.31176  C38 1.406, H48 0.960
41 H -1.22748 -0.52568 0.33764  C37 1.090
42 H -0.80000 -2.11268 -0.36302  C37 1.090
43 H -1.35838 -0.87231 -1.41987  C37 1.090
44 H 1.04772 -1.04822 -1.51137  C38 1.090
45 H -0.07894 1.86114 -0.70089  C39 1.090
46 H 0.08650 1.12260 -2.18255  C39 1.090
47 H 1.56541 1.41049 -1.31916  C39 1.090
48 H 2.38006 -0.38927 0.17517  O40 0.960
49 C 4.52887 -0.18558 -2.30076  C50 1.564, H53 1.090, H54 1.090, H55 1.090
50 C 5.83809 -0.49969 -1.50471  C49 1.564, C51 1.540, O52 1.445, H56 1.090
51 C 6.64041 -1.71022 -2.01855  C50 1.540, H57 1.090, H58 1.090, H59 1.090
52 O 6.70038 0.65803 -1.57598  C50 1.445, H60 0.960
53 H 4.66978 -0.07679 -3.37612  C49 1.090
54 H 4.22297 0.81909 -2.00890  C49 1.090
55 H 3.75731 -0.87562 -1.95923  C49 1.090
56 H 5.67629 -0.67879 -0.44177  C50 1.090
57 H 6.01791 -2.52222 -1.64271  C51 1.090
58 H 7.61372 -1.93594 -1.58288  C51 1.090
59 H 6.79159 -1.66778 -3.09718  C51 1.090
60 H 6.86552 0.74149 -2.51798  O52 0.960
61 C -1.58668 6.86268 -0.88043  C62 1.606, H65 1.090, H66 1.090, H67 1.090
62 C -1.72883 5.56945 0.06088  C61 1.606, C63 1.547, O64 1.461, H68 1.090
63 C -1.26455 4.33601 -0.74897  C62 1.547, H69 1.090, H70 1.090, H71 1.090
64 O -0.82829 5.79841 1.18867  C62 1.461, H72 0.960
65 H -2.37929 7.60976 -0.83892  C61 1.090
66 H -1.68026 6.57238 -1.92689  C61 1.090
67 H -0.60015 7.31668 -0.78691  C61 1.090
68 H -2.74821 5.46526 0.43252  C62 1.090
69 H -1.52224 3.55186 -0.03707  C63 1.090
70 H -0.22449 4.17333 -1.03165  C63 1.090
71 H -1.73928 4.21493 -1.72266  C63 1.090
72 H -0.93021 5.07200 1.80797  O64 0.960
73 C 4.01861 0.62372 2.59135  C74 1.553, H77 1.090, H78 1.090, H79 1.090
74 C 3.66706 0.92961 4.07319  C73 1.553, C75 1.576, O76 1.439, H80 1.090
75 C 3.02835 -0.31850 4.79238  C74 1.576, H81 1.090, H82 1.090, H83 1.090
76 O 4.95623 1.01688 4.70764  C74 1.439, H84 0.960
77 H 4.73539 -0.19570 2.53748  C73 1.090
78 H 4.49485 1.52320 2.20118  C73 1.090
79 H 3.10327 0.50227 2.01213  C73 1.090
80 H 3.12095 1.85570 4.25266  C74 1.090
81 H 2.07355 -0.67536 4.40623  C75 1.090
82 H 2.89942 -0.09297 5.85097  C75 1.090
83 H 3.68741 -1.18614 4.82326  C75 1.090
84 H 5.27658 1.91008 4.56212  O76 0.960
85 C -3.61055 -1.40507 1.58444  C86 1.535, H89 1.090, H90 1.090, H91 1.090
86 C -4.88572 -2.25929 1.61708  C85 1.535, C87 1.503, O88 1.394, H92 1.090
87 C -5.03200 -3.28805 0.53141  C86 1.503, H93 1.090, H94 1.090, H95 1.090
88 O -4.86636 -3.03411 2.77542  C86 1.394, H96 0.960
89 H -3.43351 -0.76664 0.71890  C85 1.090
90 H -2.84733 -2.17080 1.72319  C85 1.090
91 H -3.55545 -0.88278 2.53957  C85 1.090
92 H -5.72526 -1.56552 1.57291  C86 1.090
93 H -4.20705 -3.99861 0.47979  C87 1.090
94 H -5.15359 -2.86320 -0.46499  C87 1.090
95 H -5.95824 -3.86190 0.56108  C87 1.090
96 H -4.06680 -3.54508 2.92105  O88 0.960
97 C 0.17783 1.60432 -5.09315  O98 1.208, N99 1.297, N100 1.309
98 O 1.04870 2.39079 -5.37921  C97 1.208
99 N -1.04994 1.85717 -4.76124  C97 1.297, H101 1.010, H102 1.010
100 N 0.15693 0.31939 -5.34061  C97 1.309, H103 1.010, H104 1.010
101 H -1.35671 2.81917 -4.73771  N99 1.010
102 H -1.67809 1.07182 -4.66774  N99 1.010
103 H 0.86083 -0.06868 -5.95218  N100 1.010
104 H -0.70165 -0.19543 -5.20681  N100 1.010
105 C -1.93333 -5.21931 -1.13991  O106 1.253, N107 1.322, N108 1.281
106 O -3.08167 -5.66084 -1.37562  C105 1.253
107 N -1.08640 -4.87838 -2.09608  C105 1.322, H109 1.010, H110 1.010
108 N -1.52760 -4.85884 0.02042  C105 1.281, H111 1.010, H112 1.010
109 H -0.19520 -4.55418 -1.74856  N107 1.010
110 H -1.40768 -4.87949 -3.05362  N107 1.010
111 H -2.07135 -5.11856 0.83097  N108 1.010
112 H -0.55575 -4.61754 0.15218  N108 1.010
113 C 2.52025 3.60823 1.15880  O114 1.215, N115 1.301, N116 1.318
114 O 3.21838 3.24111 0.23474  C113 1.215
115 N 2.48264 4.76898 1.74496  C113 1.301, H117 1.010, H118 1.010
116 N 1.63719 2.79214 1.69762  C113 1.318, H119 1.010, H120 1.010
117 H 2.93801 5.66381 1.63535  N115 1.010
118 H 1.60413 4.86039 2.23483  N115 1.010
119 H 1.63528 1.80107 1.50302  N116 1.010
120 H 1.14624 3.14186 2.50803  N116 1.010

Mulliken population analysis, charges in e, atoms 1 to 2:
1. C -0.1486
2. C 0.6040

Relative energy table, unit eV: #A 7.025; #B 0.000